{"formula": "C8H14O", "method": "ωB97M-V with the def2-TZVPD basis set", "species": ["C", "C", "C", "C", "C", "C", "C", "C", "O", "H", "H", "H", "H", "H", "H", "H", "H", "H", "H", "H", "H", "H", "H"], "positions_angstrom": [[0.05854, -1.16014, -0.28963], [0.11709, 0.83292, 1.56929], [0.26824, -0.96529, -1.77881], [-1.36626, -1.56927, 0.02921], [-0.57173, 1.44100, 0.38237], [1.18810, 0.26379, 0.68052], [-1.74533, 1.99744, 0.12166], [2.49801, 0.07279, 0.83510], [0.64836, 1.71842, -0.39528], [0.85961, 1.17131, -1.17373], [0.72644, -1.95290, 0.06097], [0.50322, 1.59601, 2.26369], [-0.46419, 0.09337, 2.11731], [1.30893, -0.70663, -2.01520], [-1.52594, -1.66117, 1.10933], [-0.39215, -0.17817, -2.18189], [0.03242, -1.85677, -2.37844], [-2.09701, -0.84562, -0.35026], [-1.63771, -2.53710, -0.41805], [-1.93313, 2.49155, -0.82278], [-2.56415, 1.86407, 0.81640], [2.94615, 0.05458, 1.82034], [3.14248, -0.16419, -0.00212]], "nbo_charge": [-0.2035, -0.5555, -0.6640, -0.6490, 0.3401, 0.2416, -0.4554, -0.6695, -0.6900, 0.5182, 0.2034, 0.2269, 0.2292, 0.2056, 0.2099, 0.1961, 0.2190, 0.2087, 0.2204, 0.2226, 0.2200, 0.2204, 0.2048], "e_above_lowest_kj_mol": 519.2, "total_charge": 0, "e_homo_ev": -7.4, "e_lumo_ev": 0.883, "max_force_ev_per_a": 4.8, "energy_ha": -388.2442}